The following is a DFT calculation (ωB97M-V/def2-TZVPD) of a gas-phase ion, C6H6N (charge +1) in a non-equilibrium geometry.

Geometry as ORCA input:
```
! wB97M-V def2-TZVPD RIJCOSX def2/J DEFGRID3
* xyz 1 1
C 1.98 0.68 -0.04
C 0.07 1.60 -0.02
C 2.83 -0.42 0.09
C 1.48 -0.63 -0.02
C 0.04 -0.86 -0.01
C -1.99 0.66 0.05
N -0.52 0.45 -0.07
H 3.82 -0.72 -0.10
H -0.08 -1.59 -0.97
H -0.29 -1.47 0.80
H -2.20 1.77 0.14
H -2.69 0.35 -0.83
H -2.48 0.18 0.97
*
```

Highest occupied orbital energy ... -0.5469 Eh
DFT total energy ... -286.4401 a.u.
ΔE to the lowest compared entry with this formula, charge and spin ... 122.49 kcal per mole

Atomic partial charges in e from the Mulliken method, atoms 1 to 8: C -0.08; C 0.06; C -0.28; C 0.08; C -0.25; C -0.88; N 0.30; H 0.40